Entry 1:
C29H27AsCl2N7NaO4 as an isolated structure. Source: the OMol25 dataset; level of theory: ωB97M-V/def2-TZVPD.

XYZ file:
```
71
Properties=species:S:1:pos:R:3:lowdin_charge:R:1
Na -0.06 0.55 1.05 0.123
O 0.02 -3.33 -2.62 -0.080
C 0.08 -2.23 -2.02 -0.585
N -0.39 -1.91 -0.84 0.001
C -1.08 -2.99 -0.21 -0.246
C -1.62 -2.61 1.15 -0.255
C -2.25 -3.58 1.94 -0.039
C -2.75 -3.23 3.18 -0.086
C -2.62 -1.91 3.61 -0.078
C -1.98 -1.02 2.77 -0.132
N -1.49 -1.36 1.57 0.113
C 0.75 -1.08 -2.77 -0.191
C 1.35 -1.34 -4.00 -0.022
C 1.91 -0.31 -4.71 -0.093
C 1.84 0.98 -4.20 -0.093
C 1.22 1.15 -2.97 -0.171
N 0.69 0.16 -2.26 0.126
H -0.46 -3.89 -0.09 0.094
H -1.94 -3.34 -0.81 0.123
H -2.33 -4.59 1.57 0.106
H -3.23 -3.97 3.81 0.095
H -2.98 -1.58 4.57 0.097
H -1.84 0.01 3.07 0.112
H 1.35 -2.37 -4.34 0.102
H 2.39 -0.49 -5.67 0.090
H 2.25 1.83 -4.72 0.088
H 1.13 2.14 -2.53 0.094
O -2.28 4.12 1.95 -0.029
C -1.70 3.22 1.32 -0.646
O -0.69 2.55 1.62 -0.083
C -2.28 2.92 -0.08 -0.167
C -2.98 3.96 -0.76 -0.009
C -3.46 3.73 -2.01 -0.032
C -3.28 2.45 -2.60 -0.173
C -3.74 2.11 -3.89 -0.068
C -3.54 0.85 -4.39 -0.108
C -2.86 -0.12 -3.62 -0.076
C -2.40 0.18 -2.37 -0.006
C -2.60 1.47 -1.84 -0.202
N -2.11 1.73 -0.59 0.196
H -3.10 4.90 -0.25 0.104
H -3.97 4.50 -2.57 0.102
H -4.26 2.86 -4.48 0.097
H -3.89 0.59 -5.38 0.087
H -2.68 -1.11 -4.03 0.102
H -1.85 -0.53 -1.76 0.084
Cl 4.80 -3.41 1.78 0.446
C 3.02 -3.56 2.02 -0.999
Cl 2.10 -2.86 0.71 0.633
H 2.77 -3.03 2.93 -0.019
H 2.81 -4.62 2.09 0.019
C 3.49 2.83 -0.80 -0.342
As 2.53 1.64 0.45 1.122
C 2.75 2.75 2.05 -0.315
C 4.02 0.41 0.78 -0.333
H 4.40 3.20 -0.33 0.009
H 2.85 3.67 -1.06 0.011
H 3.74 2.28 -1.70 0.004
H 3.80 3.01 2.19 0.014
H 2.38 2.19 2.91 0.011
H 2.14 3.64 1.93 0.020
H 4.95 0.95 0.93 0.016
H 4.12 -0.28 -0.07 0.010
H 3.79 -0.19 1.66 -0.001
O 1.15 -0.07 2.93 -0.179
N 1.37 -1.16 3.51 -0.053
C 0.84 -1.34 4.72 -0.329
C 1.12 -2.58 5.36 -0.235
N 1.34 -3.59 5.87 0.103
C 0.03 -0.37 5.39 -0.224
N -0.61 0.40 5.96 0.142
```

Values from the calculation:
**Energy above the lowest of the compared OMol25 structures with the same formula, charge and spin**: 0.7808 eV
**Net charge**: -2


Entry 2:
C43H63N6O3P2SeSi3Y as an isolated structure. Source: the OMol25 dataset; level of theory: ωB97M-V/def2-TZVPD.

XYZ file:
```
122
Properties=species:S:1:pos:R:3:lowdin_charge:R:1
Y -0.26 -0.54 -1.06 1.105
C 0.43 -4.45 2.71 -0.180
Si 0.57 -2.83 1.69 0.420
C 2.43 -2.39 1.80 -0.172
C -0.34 -1.62 2.86 -0.190
C -0.09 -2.89 -0.10 -0.557
Si 1.19 -3.86 -1.16 0.431
C 2.66 -2.76 -1.70 -0.192
C 0.42 -4.66 -2.75 -0.183
C 2.02 -5.41 -0.38 -0.187
Si -1.79 -3.72 -0.11 0.499
C -2.96 -3.16 1.31 -0.167
C -1.75 -5.63 0.07 -0.171
C -2.91 -3.42 -1.66 -0.301
C -3.34 -4.44 -2.50 -0.077
C -4.19 -4.16 -3.56 -0.062
C -4.58 -2.84 -3.76 -0.057
C -4.11 -1.89 -2.89 -0.137
N -3.32 -2.16 -1.86 0.011
H 0.89 -4.33 3.68 0.028
H 0.92 -5.28 2.22 0.007
H -0.61 -4.72 2.87 0.010
H 2.69 -1.97 2.76 0.027
H 2.70 -1.66 1.04 -0.008
H 3.06 -3.26 1.66 0.025
H 0.31 -1.36 3.70 0.025
H -1.24 -2.06 3.29 0.022
H -0.62 -0.71 2.34 -0.015
H 2.34 -1.75 -1.95 -0.079
H 3.18 -3.17 -2.56 0.028
H 3.40 -2.68 -0.90 0.015
H -0.63 -4.42 -2.88 -0.010
H 0.50 -5.74 -2.70 0.027
H 0.95 -4.35 -3.64 0.018
H 2.60 -5.17 0.51 0.004
H 2.70 -5.87 -1.09 0.028
H 1.29 -6.16 -0.11 0.014
H -2.74 -3.71 2.22 0.020
H -4.00 -3.33 1.07 0.035
H -2.84 -2.11 1.55 -0.008
H -1.08 -5.91 0.86 0.008
H -1.40 -6.11 -0.84 0.013
H -2.73 -6.04 0.31 0.033
H -3.02 -5.45 -2.32 0.093
H -4.55 -4.95 -4.20 0.107
H -5.24 -2.58 -4.58 0.099
H -4.38 -0.84 -3.00 0.109
C -1.79 3.46 -3.38 -0.072
N -2.01 2.33 -4.26 -0.154
C -2.02 2.63 -5.68 -0.072
C -1.66 1.10 -3.77 -0.506
N -1.92 0.74 -2.57 0.055
N -1.06 0.25 -4.68 0.120
C -0.45 -0.94 -4.36 -0.614
N 0.48 -1.33 -5.30 0.147
N -0.81 -1.66 -3.37 0.074
H -1.32 4.27 -3.95 0.092
H -1.09 3.17 -2.59 0.062
H -2.72 3.82 -2.94 0.088
H -1.02 2.84 -6.08 0.094
H -2.63 3.53 -5.82 0.090
H -2.48 1.82 -6.24 0.092
H -2.44 1.45 -2.06 0.064
H -0.61 0.74 -5.45 0.121
H 1.03 -0.58 -5.70 0.085
H 1.09 -2.08 -4.99 0.095
H -0.29 -2.54 -3.35 0.015
O 1.48 0.46 0.53 -0.454
P 2.16 1.39 1.45 0.738
C 1.08 1.77 2.90 -0.259
P -0.55 2.22 2.14 0.748
O -1.03 1.22 1.17 -0.371
C -1.72 2.40 3.54 -0.245
C -2.57 3.49 3.61 -0.071
C -3.55 3.56 4.58 -0.076
C -3.68 2.52 5.49 -0.080
C -2.84 1.42 5.43 -0.072
C -1.86 1.37 4.45 -0.073
C -0.43 3.86 1.37 -0.291
C -1.15 4.00 0.19 -0.069
C -1.22 5.24 -0.43 -0.068
C -0.55 6.32 0.11 -0.069
C 0.18 6.17 1.29 -0.075
C 0.22 4.95 1.93 -0.086
C 3.74 0.72 2.02 -0.292
C 4.57 0.34 0.98 -0.072
C 5.81 -0.21 1.25 -0.060
C 6.21 -0.38 2.57 -0.074
C 5.38 0.00 3.61 -0.081
C 4.14 0.55 3.34 -0.090
C 2.60 3.04 0.84 -0.284
C 2.29 3.45 -0.45 -0.089
C 2.65 4.72 -0.87 -0.058
C 3.30 5.57 0.00 -0.086
C 3.64 5.16 1.28 -0.088
C 3.30 3.89 1.70 -0.101
H 1.48 2.57 3.52 0.068
H 0.94 0.86 3.48 0.051
H -2.47 4.30 2.89 0.102
H -4.21 4.41 4.63 0.106
H -4.45 2.57 6.25 0.104
H -2.95 0.61 6.12 0.107
H -1.21 0.51 4.39 0.083
H -1.64 3.13 -0.22 0.098
H -1.80 5.37 -1.33 0.092
H -0.59 7.28 -0.38 0.106
H 0.70 7.02 1.70 0.110
H 0.76 4.84 2.86 0.112
H 4.23 0.48 -0.04 0.118
H 6.45 -0.52 0.44 0.108
H 7.17 -0.82 2.79 0.104
H 5.70 -0.13 4.63 0.103
H 3.48 0.84 4.15 0.102
H 1.81 2.76 -1.12 -0.046
H 2.42 5.02 -1.88 0.110
H 3.56 6.57 -0.32 0.103
H 4.18 5.82 1.95 0.104
H 3.59 3.54 2.68 0.107
O -2.75 -0.20 -0.17 -0.173
H -3.10 -0.92 -0.77 -0.016
H -3.12 -0.36 0.70 0.040
Se 1.40 0.79 -2.65 -0.044
```

Values from the calculation:
**Energy above the lowest of the compared OMol25 structures with the same formula, charge and spin**: 2.2187 eV


Entry 3:
A 3-piece molecular cluster, C19H42N2O3P overall. Source: the OMol25 dataset; level of theory: ωB97M-V/def2-TZVPD.

XYZ file:
```
67
Properties=species:S:1:pos:R:3:nbo_charge:R:1
C -0.46 4.21 2.98 -0.623
C 0.11 3.43 1.82 -0.027
C 0.94 2.33 2.01 -0.273
C 1.41 1.61 0.92 -0.149
C 1.07 1.96 -0.38 -0.115
C 1.59 1.15 -1.55 -0.249
C 0.90 -0.24 -1.53 -0.595
C 3.11 0.96 -1.53 -0.593
C 0.23 3.06 -0.59 0.420
O -0.08 3.53 -1.83 -0.567
C -1.11 2.79 -2.54 -0.384
P -2.90 2.90 -1.83 0.462
C -0.21 3.79 0.51 -0.266
H 0.25 4.19 3.80 0.200
H -0.61 5.24 2.68 0.214
H -1.40 3.79 3.31 0.206
H 1.19 2.04 3.03 0.189
H 2.05 0.76 1.09 0.185
H 1.32 1.66 -2.46 0.225
H -0.15 -0.09 -1.34 0.232
H 1.05 -0.77 -2.46 0.200
H 1.32 -0.79 -0.70 0.187
H 3.48 0.70 -0.54 0.194
H 3.37 0.14 -2.19 0.192
H 3.64 1.84 -1.88 0.205
H -1.15 3.25 -3.53 0.171
H -0.82 1.75 -2.69 0.144
H -2.49 2.06 -0.68 -0.201
H -3.21 1.66 -2.61 -0.212
H -3.36 3.70 -3.00 -0.223
H -2.57 4.14 -1.10 -0.205
H -4.29 2.95 -1.30 -0.172
H -0.87 4.63 0.33 0.228
C 4.41 -5.73 -3.03 -0.613
C 3.77 -4.58 -3.80 -0.079
C 3.60 -3.30 -2.98 -0.073
O 2.53 -3.32 -2.06 -0.542
C 2.82 -3.94 -0.82 -0.247
N 2.51 -5.04 -4.39 -0.829
H 3.70 -6.21 -2.35 0.202
H 4.76 -6.50 -3.72 0.215
H 5.26 -5.39 -2.44 0.201
H 4.44 -4.33 -4.63 0.183
H 3.35 -2.49 -3.68 0.188
H 4.53 -3.02 -2.48 0.162
H 3.86 -3.76 -0.51 0.165
H 2.62 -5.01 -0.84 0.160
H 2.16 -3.49 -0.07 0.197
H 2.14 -4.32 -5.01 0.354
H 1.82 -5.11 -3.64 0.357
C -2.74 -1.31 3.26 -0.612
C -2.40 0.16 3.46 -0.082
C -3.27 0.85 4.53 -0.070
O -4.59 1.16 4.13 -0.544
C -5.51 0.10 4.20 -0.245
N -2.43 0.83 2.17 -0.810
H -3.64 -1.44 2.66 0.203
H -1.93 -1.81 2.72 0.219
H -2.88 -1.83 4.22 0.189
H -1.37 0.21 3.83 0.183
H -2.80 1.81 4.77 0.183
H -3.29 0.26 5.46 0.149
H -5.30 -0.56 5.05 0.159
H -5.51 -0.49 3.28 0.170
H -6.50 0.53 4.33 0.183
H -2.08 1.78 2.27 0.363
H -3.40 0.95 1.88 0.361
```

Values from the calculation:
**Net charge**: -1


In eV, the DFT total energy values for the records above are, in order, -139434.46843 -169305.61129 -38791.63360.
In eV, the HOMO-LUMO gap values for the records above are, in order, 6.57 5.84 5.50.
In eV/A, the strongest force on any atom values for the records above are, in order, 0.9 1.6 0.9.